{
  "formula": "C5H5NO",
  "method": "wB97M-V/def2-TZVPD",
  "species": ["H", "C", "H", "H", "C", "H", "C", "N", "C", "H", "O", "C"],
  "coordinates": [[1.8021, -0.3427, 0.6885], [0.4741, 0.8721, -1.3255], [-1.9937, 0.3927, -0.7263], [1.4703, -0.7288, -0.1497], [-1.3769, -0.4568, -0.4405], [-1.9061, -1.4071, -0.4231], [-0.3887, -0.4211, 0.7147], [0.8567, 1.8238, -1.8697], [0.4562, 0.5374, 1.3257], [-0.1770, -1.4141, 1.1113], [0.6845, 1.5449, 1.8372], [0.0984, -0.4005, -0.7425]],
  "molar_mass_g_mol": 95.10,
  "total_charge": 0,
  "e_homo_ev": [-9.111, -9.112],
  "relative_energy_kcal_mol": 156.0,
  "e_tot_ev": -8796.6533
}